(1)
Below is C4H9NO4 as an isolated structure, with properties calculated with wB97M-V/def2-TZVPD.

XYZ file:
```
18
Properties=species:S:1:pos:R:3:lowdin_charge:R:1
C 1.705 -0.236 0.065 -0.041
C 0.516 1.374 -1.341 -0.042
N 0.585 0.005 -0.836 -0.166
C -0.617 -0.560 -0.441 -0.545
O -1.640 -0.286 -1.301 0.084
O -0.547 -1.835 -0.003 0.056
H -2.141 -1.098 -1.446 0.130
H 1.592 0.325 1.004 0.096
H 1.769 -1.295 0.297 0.092
H 2.622 0.081 -0.429 0.091
H 0.310 2.089 -0.534 0.100
H -0.262 1.452 -2.096 0.086
H 1.472 1.620 -1.800 0.089
C -1.142 0.071 2.175 -0.500
O -1.054 -1.103 2.460 0.079
O -1.308 1.176 2.571 0.137
H -0.892 -1.868 0.941 0.100
H -0.967 0.091 0.714 0.154
```

Summary:
HOMO (eV): -9.29
Lowest unoccupied orbital energy (eV): 0.226
Frontier orbital gap (eV): 9.51
Net charge: 0
Spin multiplicity: 1
Energy above the lowest of the compared OMol25 structures with the same formula, charge and spin (kcal/mol): 49.6

(2)
Below is a 2-piece molecular cluster, C11H14BrNO2 overall, with properties calculated with wB97M-V/def2-TZVPD.

XYZ file:
```
29
Properties=species:S:1:pos:R:3:lowdin_charge:R:1
C 0.255 -0.368 -0.769 -0.232
C -1.045 -1.040 -0.896 -0.225
C -1.253 1.131 -1.110 -0.387
C 1.065 0.506 2.538 0.008
C 1.484 -0.726 -0.365 -0.101
C -1.492 -2.297 -1.049 -0.636
C 1.952 1.175 1.854 -0.187
C -1.993 2.396 -1.306 0.015
C 1.972 -2.004 0.207 -0.143
C -2.940 -2.627 -1.206 -0.130
C 2.711 3.369 1.765 -0.012
N 0.005 0.990 -1.020 0.176
O -1.981 -0.020 -1.012 0.064
O 2.183 2.287 1.299 -0.043
Br -0.332 -3.786 -1.230 0.806
H 0.096 0.917 2.808 0.064
H 1.235 -0.518 2.820 0.049
H -2.670 2.562 -0.468 0.089
H -2.594 2.336 -2.213 0.089
H -1.287 3.216 -1.380 0.087
H 2.344 -2.668 -0.574 0.058
H 2.798 -1.795 0.882 0.072
H 1.195 -2.528 0.756 0.043
H -3.205 -2.697 -2.264 0.087
H -3.164 -3.585 -0.739 0.066
H -3.553 -1.852 -0.746 0.079
H 2.921 3.490 2.816 0.076
H 3.076 4.076 1.045 0.066
H 2.219 0.063 -0.444 0.101
```

Summary:
HOMO (spin up / spin down) (eV): -7.59 / -7.56
Lowest unoccupied orbital energy (spin up / spin down) (eV): 0.364 / 0.543
Frontier orbital gap (spin up / spin down) (eV): 7.95 / 8.10
Net charge: 0
Spin multiplicity: 1
Energy above the lowest of the compared OMol25 structures with the same formula, charge and spin (kcal/mol): 146.7

In the order shown, the computed maximum force values come out to 0.0313; 0.0415 Eh/bohr.